# C23H31N5O2

A single C23H31N5O2 molecule in a non-equilibrium geometry (ωB97M-V/def2-TZVPD, the OMol25 dataset).

## Properties
Kohn-Sham gap = 8.703 eV
Energy = -1319.32410 Ha
Energy above the lowest of the compared OMol25 structures with the same formula, charge and spin = 182.4 kJ/mol

Last column: Mulliken charge in e.
CARTESIAN COORDINATES (ANGSTROEM)
C -3.936 -3.669 -1.485  -1.6543
C -3.312 -2.277 -1.457  0.9282
C -2.488 -2.033 -2.717  -1.4556
C -2.434 -2.116 -0.201  -1.4404
C -2.056 -0.685 0.022  0.0952
N -0.892 -0.290 -0.496  -0.5145
C -0.558 0.969 -0.320  -0.0103
O 0.601 1.475 -0.796  -0.4536
C 0.631 2.786 -0.397  1.1524
C 1.636 3.755 -0.550  0.1528
N 2.806 3.575 -1.199  -0.1398
C 3.274 2.280 -1.631  -1.0030
C 3.662 1.362 -0.463  -0.2308
C 3.581 -0.112 -0.864  -0.7211
N 3.702 -0.983 0.293  0.0237
C 4.180 -2.311 -0.057  -0.5100
C 4.364 -3.127 1.222  -0.6525
O 3.159 -3.242 1.938  -0.4018
C 2.660 -1.965 2.260  -0.8794
C 2.443 -1.114 1.011  -0.1546
N 1.407 4.966 -0.027  -0.6884
C 0.266 5.197 0.600  -0.4414
N -0.724 4.361 0.823  -0.6480
C -0.522 3.138 0.321  -0.0797
C -1.312 1.944 0.376  0.1757
C -2.522 1.526 0.902  0.6780
C -2.889 0.198 0.710  0.6529
C -4.210 -0.068 1.374  -0.7925
C -4.767 1.342 1.643  -0.8388
C -3.543 2.270 1.696  -0.8182
H -4.568 -3.830 -0.613  0.3939
H -4.546 -3.793 -2.377  0.4150
H -3.160 -4.431 -1.491  0.3448
H -4.115 -1.532 -1.416  0.2210
H -1.979 -1.075 -2.659  0.2661
H -3.125 -2.040 -3.598  0.4452
H -1.735 -2.811 -2.829  0.3319
H -1.524 -2.703 -0.330  0.4521
H -2.977 -2.487 0.670  0.5053
H 3.470 4.324 -1.079  0.2920
H 2.469 1.806 -2.199  0.3056
H 4.121 2.433 -2.302  0.4757
H 4.667 1.591 -0.107  0.3898
H 2.973 1.543 0.361  0.1774
H 4.399 -0.338 -1.553  0.4390
H 2.630 -0.291 -1.393  0.2055
H 5.140 -2.220 -0.569  0.3904
H 3.469 -2.836 -0.721  0.3278
H 4.681 -4.145 0.988  0.3560
H 5.126 -2.640 1.849  0.3547
H 1.716 -2.127 2.784  0.3911
H 3.366 -1.449 2.928  0.3689
H 2.090 -0.127 1.312  0.1205
H 1.667 -1.579 0.377  0.3189
H 0.144 6.200 0.989  0.4614
H -4.882 -0.663 0.757  0.2440
H -4.045 -0.610 2.309  0.3450
H -5.354 1.382 2.559  0.3550
H -5.412 1.640 0.815  0.2979
H -3.734 3.263 1.291  0.3808
H -3.179 2.396 2.718  0.2972

=====

# C7H12

A single C7H12 molecule in a non-equilibrium geometry (ωB97M-V/def2-TZVPD, the OMol25 dataset).

## Properties
Kohn-Sham gap = 10.033 eV
Energy = -273.84742 Ha
Energy above the lowest of the compared OMol25 structures with the same formula, charge and spin = 160.5 kJ/mol

Last column: Mulliken charge in e.
CARTESIAN COORDINATES (ANGSTROEM)
C -2.444 0.717 -1.604  -0.5980
C -1.261 0.153 -1.812  -0.3640
C 0.100 0.479 -1.288  -0.6370
C 0.652 -0.140 -0.259  0.8572
C 2.166 -0.166 -0.118  -1.4626
C -0.163 -0.742 0.905  -0.5644
C 0.156 0.038 2.213  -0.9691
H -3.363 0.248 -1.908  0.2812
H -2.570 1.590 -0.971  0.2635
H -1.211 -0.746 -2.434  0.2432
H 0.606 1.146 -1.991  0.3320
H 2.728 -0.511 -0.979  0.3697
H 2.400 -0.798 0.747  0.3400
H 2.525 0.808 0.238  0.3250
H 0.102 -1.790 0.982  0.3091
H -1.220 -0.698 0.630  0.3795
H -0.195 -0.626 3.009  0.3081
H -0.251 1.023 2.399  0.3004
H 1.241 0.015 2.243  0.2861

=====

# C4H7NO

A single C4H7NO molecule (ωB97M-V/def2-TZVPD, the OMol25 dataset).

## Properties
Kohn-Sham gap = 10.793 eV
Energy = -286.58490 Ha
Energy above the lowest of the compared OMol25 structures with the same formula, charge and spin = 122.7 kJ/mol

Last column: Mulliken charge in e.
CARTESIAN COORDINATES (ANGSTROEM)
O -1.906 1.027 2.337  -0.5638
C -1.420 0.877 1.237  0.0562
N -0.815 -0.250 0.778  -0.1921
C -0.227 -0.304 -0.522  -0.0080
C 1.086 -1.014 -0.622  -0.6650
C 1.035 0.477 -0.774  -0.4967
H -1.405 1.655 0.446  0.3060
H -0.751 -1.056 1.384  0.2385
H -0.928 -0.397 -1.351  0.3100
H 1.493 -1.402 0.309  0.2773
H 1.265 -1.636 -1.491  0.2380
H 1.178 0.900 -1.763  0.2402
H 1.412 1.083 0.046  0.2594

=====

# C19H17N3O2S2

A single C19H17N3O2S2 molecule (ωB97M-V/def2-TZVPD, the OMol25 dataset).

## Properties
Kohn-Sham gap = 8.148 eV
Energy = -1845.36745 Ha
Energy above the lowest of the compared OMol25 structures with the same formula, charge and spin = 118.2 kJ/mol

Last column: Mulliken charge in e.
CARTESIAN COORDINATES (ANGSTROEM)
C -5.732 -0.786 1.452  -0.8071
O -5.660 0.294 0.549  -0.4531
C -4.471 0.568 -0.038  0.4512
C -4.475 1.596 -0.985  -0.5819
C -3.319 1.937 -1.652  -0.8879
C -2.133 1.268 -1.393  0.0242
C -2.127 0.267 -0.437  -1.4982
N -0.920 -0.443 -0.161  0.3314
C 0.151 0.197 0.373  0.3664
S -0.032 1.886 0.790  -0.0061
C 1.628 2.210 1.470  -0.7025
C 2.732 1.898 0.506  0.5751
C 2.643 2.214 -0.846  -0.3409
C 3.701 1.881 -1.673  -0.5108
C 4.811 1.259 -1.122  -0.3611
C 4.810 1.014 0.242  -0.4006
N 3.801 1.322 1.036  -0.4956
N 1.294 -0.362 0.612  -0.0956
C 1.423 -1.664 0.308  -0.1959
C 0.396 -2.406 -0.202  0.4876
C -0.891 -1.827 -0.477  0.3496
O -1.870 -2.377 -0.929  -0.6656
S 0.793 -4.081 -0.489  -0.2062
C 2.409 -3.882 0.384  -0.5786
C 2.720 -2.390 0.481  -0.4968
C -3.281 -0.092 0.244  0.4198
H -5.417 -1.721 0.981  0.3506
H -5.126 -0.602 2.345  0.3158
H -6.780 -0.859 1.739  0.2392
H -5.406 2.101 -1.186  0.4562
H -3.338 2.722 -2.392  0.3816
H -1.230 1.512 -1.931  0.4968
H 1.759 1.619 2.375  0.3706
H 1.611 3.272 1.720  0.3990
H 1.761 2.699 -1.235  0.3958
H 3.660 2.102 -2.730  0.4164
H 5.654 0.977 -1.734  0.4027
H 5.655 0.544 0.727  0.3935
H 3.157 -4.438 -0.176  0.4025
H 2.290 -4.335 1.368  0.3168
H 3.182 -2.132 1.434  0.3379
H 3.401 -2.071 -0.313  0.1419
H -3.231 -0.890 0.965  0.4618

=====

# C53H120F30N9O10P4

16 unconnected molecules or ions with the total composition C53H120F30N9O10P4 in a non-equilibrium geometry (ωB97M-V/def2-TZVPD, the OMol25 dataset).

## Properties
Kohn-Sham gap = 5.431 eV
Charge = +3
Energy = -7697.89037 Ha

Last column: Mulliken charge in e.
CARTESIAN COORDINATES (ANGSTROEM)
C 4.146 -11.287 -1.109  -1.0830
C 3.480 -10.151 -1.564  0.6339
O 3.796 -9.146 -2.151  -0.6435
N 1.813 -10.253 -1.535  -0.2835
H 1.552 -11.040 -0.911  0.3453
H 1.659 -9.428 -1.025  0.2841
C 1.119 -10.462 -2.908  -0.7165
H 3.554 -0.934 -5.174  0.2904
H 5.202 -11.185 -1.044  0.2807
H 3.690 -12.172 -0.810  0.2626
H 1.317 -11.517 -3.043  0.3033
H 1.479 -9.819 -3.701  0.2902
H 0.044 -10.248 -2.847  0.3203
C -9.920 -3.757 2.853  -0.9668
C -9.259 -4.292 1.566  0.7308
O -8.715 -3.598 0.726  -0.6411
N -9.248 -5.713 1.466  -0.2209
H -9.806 -6.251 2.126  0.2455
H -10.516 1.515 -0.352  0.2946
C -8.965 -6.214 0.125  -0.7978
H -10.594 -4.447 3.348  0.3587
H -10.488 -2.809 2.628  0.2565
H -9.169 -3.492 3.610  0.2185
H -9.777 -6.838 -0.314  0.2838
H -8.117 -6.923 0.186  0.2616
H -8.744 -5.367 -0.601  0.2854
C -4.559 -6.155 -8.188  -0.7671
C -5.756 -6.259 -7.356  0.6461
O -6.664 -5.518 -7.226  -0.4437
N -5.785 -7.470 -6.303  0.0395
H -4.953 -7.380 -5.670  0.1606
H -6.671 -7.221 -5.739  0.3995
C -5.957 -8.918 -6.715  -0.6820
H -4.406 -5.107 -8.434  0.3117
H -4.679 -6.687 -9.143  0.3103
H -3.681 -6.483 -7.635  0.2178
H -5.015 -9.396 -6.465  0.2945
H -6.107 -8.998 -7.805  0.3030
H -6.843 -9.345 -6.168  0.3159
C 10.489 -2.510 3.775  -1.1826
C 9.009 -2.804 4.145  0.5580
O 8.550 -2.525 5.144  -0.3106
N 8.310 -3.476 3.017  0.1625
H 7.979 -2.690 2.431  0.0587
H 8.980 -3.928 2.424  0.4271
C 7.251 -4.348 3.397  -0.6926
H 10.860 -1.718 4.385  0.3675
H 10.659 -2.445 2.682  0.3571
H 11.079 -3.390 4.132  0.3743
H 6.433 -3.803 3.852  0.1869
H 7.575 -5.147 4.058  0.3688
H 6.807 -4.840 2.503  0.3801
C 8.228 2.694 -1.631  -1.1475
C 7.809 1.459 -2.296  0.8717
O 8.398 0.510 -2.738  -0.4747
N 6.297 1.179 -2.280  0.8368
H 6.142 0.661 -1.446  -0.2846
H 5.717 2.016 -2.220  0.2511
C 5.667 0.359 -3.408  -0.9303
H 7.744 3.532 -2.097  0.3922
H 9.320 2.796 -1.673  0.3757
H 7.986 2.555 -0.578  0.2309
H 5.896 -0.678 -3.208  0.4193
H 6.049 0.731 -4.342  0.4481
H 4.594 0.440 -3.356  0.3111
C 4.130 -1.641 7.284  -1.2361
C 4.596 -1.479 5.814  0.6372
O 4.932 -2.437 5.189  -0.4299
N 4.628 -0.168 5.154  0.9115
H 4.890 -0.444 4.187  -0.1753
H 3.733 0.344 5.169  0.4468
C 5.680 0.758 5.611  -1.0555
H 4.789 -2.375 7.723  0.3792
H 3.123 -2.031 7.263  0.3377
H 4.136 -0.771 7.899  0.3929
H 6.705 0.441 5.378  0.2408
H 5.641 0.856 6.681  0.4829
H 5.488 1.730 5.134  0.4997
C -3.331 3.882 0.200  -1.0447
C -4.582 4.527 -0.457  -0.8930
C -5.831 4.420 0.391  -0.3604
C -5.603 5.286 1.601  -0.8202
N -6.683 5.168 2.680  0.2103
C -6.298 5.920 4.015  -0.4444
C -6.865 5.063 5.157  -0.7477
C -7.511 3.793 4.575  -0.5723
C -7.003 3.696 3.162  -0.5323
C -7.925 5.748 2.078  -1.3132
H -2.497 3.679 -0.490  0.3838
H -3.550 2.947 0.706  0.1618
H -2.982 4.678 0.914  0.3928
H -4.743 3.978 -1.344  0.4800
H -4.343 5.588 -0.667  0.3456
H -6.075 3.363 0.608  0.3227
H -6.695 4.755 -0.139  0.5298
H -5.665 6.311 1.328  0.2290
H -4.654 4.983 2.038  0.4704
H -6.739 6.898 3.883  0.3841
H -5.222 5.885 4.019  0.3076
H -7.523 5.596 5.774  0.3387
H -6.039 4.750 5.884  0.3555
H -8.617 3.722 4.653  0.4144
H -7.051 3.017 5.153  0.2537
H -7.688 3.253 2.425  0.4200
H -6.026 3.196 3.120  0.3545
H -8.236 5.122 1.263  0.4805
H -7.727 6.758 1.743  0.3601
H -8.636 5.857 2.840  0.5321
C -4.849 -0.288 -2.989  -1.3377
C -3.688 0.399 -2.162  0.0449
C -2.716 -0.565 -1.604  -0.4206
C -1.568 0.230 -0.917  -0.8056
N -0.546 -0.617 -0.031  0.6784
C -1.132 -1.375 1.028  -0.6923
C -0.066 -1.531 2.071  -0.9520
C 0.983 -0.406 1.798  -0.1177
C 0.326 0.421 0.735  -0.4188
C 0.397 -1.394 -0.926  -0.8727
H -5.439 0.450 -3.488  0.4206
H -5.499 -0.858 -2.172  0.2219
H -4.521 -1.067 -3.659  0.3791
H -4.216 1.048 -1.397  -0.0580
H -3.085 1.031 -2.864  0.3544
H -2.383 -1.297 -2.334  0.4284
H -3.308 -1.136 -0.837  0.2222
H -2.013 1.025 -0.336  0.0687
H -1.008 0.677 -1.711  0.4186
H -1.547 -2.283 0.728  0.5876
H -1.952 -0.793 1.448  0.2341
H 0.430 -2.535 2.092  0.3519
H -0.464 -1.501 3.081  0.4419
H 1.915 -0.860 1.461  -0.0351
H 1.168 0.145 2.697  0.4592
H 0.959 0.905 0.076  -0.1439
H -0.294 1.227 1.102  0.4896
H 1.236 -1.801 -0.366  0.5241
H 0.776 -0.609 -1.661  0.2821
H -0.083 -2.153 -1.546  0.2943
C 9.339 5.761 1.618  -1.1792
C 8.203 6.467 2.341  -0.7096
C 6.966 6.473 1.435  -0.1253
C 5.993 7.603 1.801  -1.0950
N 4.530 7.379 1.417  0.3891
C 3.543 8.288 2.074  -0.6851
C 2.203 7.726 1.722  -0.5869
C 2.331 6.219 1.609  -0.4807
C 3.825 6.010 1.848  -0.4340
C 4.348 7.444 -0.046  -1.1836
H 10.254 5.865 2.171  0.4085
H 9.229 6.222 0.632  0.3712
H 9.058 4.698 1.542  0.1869
H 8.428 7.472 2.641  0.5019
H 7.926 6.028 3.324  0.3839
H 6.440 5.427 1.458  0.1072
H 7.263 6.459 0.394  0.4582
H 6.210 8.575 1.364  0.4325
H 6.002 7.690 2.879  0.3261
H 3.729 9.295 1.679  0.4634
H 3.661 8.196 3.161  0.4383
H 1.802 8.186 0.781  0.3044
H 1.527 8.020 2.647  0.3066
H 2.000 5.809 0.630  0.1483
H 1.733 5.610 2.325  0.4398
H 4.241 5.167 1.319  0.1241
H 4.133 5.962 2.887  0.3610
H 3.318 7.270 -0.284  0.5372
H 4.916 6.668 -0.479  0.4257
H 4.611 8.497 -0.319  0.2892
C 1.659 -1.443 -5.769  -0.2963
O 1.907 -1.090 -7.068  -0.3715
O 2.735 -1.407 -4.801  -0.4620
C 0.814 -0.325 -5.093  0.8636
F 0.678 -0.488 -3.753  -0.2520
F 1.515 0.756 -5.306  -0.2445
F -0.447 -0.133 -5.626  -0.3110
C 1.784 -2.202 -8.108  -0.1369
C 1.508 -1.699 -9.475  -1.2036
H 0.533 -1.180 -9.586  0.2964
H 2.317 -0.970 -9.707  0.2929
H 1.537 -2.552 -10.106  0.4011
H 0.974 -2.765 -7.692  0.3323
H 2.713 -2.761 -8.106  0.2728
H 1.206 -2.433 -5.659  0.4734
C -5.486 -2.187 3.383  -0.1675
O -10.353 2.506 -0.363  -0.5233
O -4.706 -3.067 3.578  -0.4160
C -5.149 -0.696 3.650  0.8572
F -5.163 -0.278 2.353  -0.2321
F -6.156 0.036 4.221  -0.2416
F -3.928 -0.480 4.136  -0.2131
C -10.528 2.912 -1.709  -0.1384
C -11.903 2.684 -2.230  -0.9858
H -11.857 1.788 -2.833  0.3059
H -12.570 2.578 -1.327  0.2576
H -12.271 3.556 -2.736  0.3022
H -9.792 2.415 -2.378  0.2468
H -10.321 3.979 -1.793  0.2512
H -6.391 -2.388 2.871  0.4042
P 2.831 2.958 -1.216  1.4782
F 3.112 3.037 0.370  -0.4285
F 1.282 3.002 -0.987  -0.4003
F 2.805 4.580 -1.438  -0.3474
F 2.592 2.773 -2.808  -0.4473
F 4.527 3.017 -1.413  -0.5805
F 2.871 1.358 -1.108  -0.4977
P 5.810 -1.002 1.182  1.5840
F 6.279 0.424 0.605  -0.5377
F 4.941 -0.266 2.319  -0.6919
F 4.579 -1.105 0.151  -0.3507
F 5.371 -2.420 1.836  -0.4081
F 6.789 -1.745 0.145  -0.4073
F 7.131 -0.964 2.314  -0.5291
P 3.095 3.397 5.222  1.4349
F 2.936 3.530 3.561  -0.4242
F 1.556 3.726 5.310  -0.3637
F 2.901 1.748 5.060  -0.5756
F 3.329 3.173 6.739  -0.3820
F 4.681 3.168 5.049  -0.4636
F 3.425 4.959 5.426  -0.3791
P -2.185 -7.088 -4.256  1.2497
F -2.402 -6.835 -5.905  -0.4151
F -0.610 -6.944 -4.449  -0.3521
F -2.279 -5.483 -4.083  -0.3579
F -2.114 -7.376 -2.708  -0.3437
F -3.911 -7.083 -4.274  -0.5300
F -2.194 -8.672 -4.474  -0.3526